1.
Computed, not measured: one molecule with the formula C23H28N4O5S in a non-equilibrium geometry, with wB97M-V/def2-TZVPD.

Relative energy (zero: lowest compared OMol25 entry of this formula, charge and spin)   27.6 kcal per mole
Gap between HOMO and LUMO   8.6 eV
SMILES   Cc1cccc(N2CCN(C(=O)CCNS(=O)(=O)c3ccc4c(c3)oc(=O)n4C)CC2)c1C
E   -1886.70572 Eh
Highest occupied orbital energy   -8.25 eV

Structure (ORCA input):
```
! RIJCOSX wB97M-V def2-TZVPD def2/J DEFGRID3
* xyz 0 1
C -7.586 -1.499 0.043
C -6.363 -0.631 0.029
C -6.484 0.730 0.281
C -5.372 1.549 0.265
C -4.121 1.014 0.026
C -3.975 -0.348 -0.216
N -2.714 -0.945 -0.457
C -1.686 -0.115 -1.043
C -0.426 -0.945 -1.272
N 0.099 -1.388 0.003
C 1.315 -1.942 0.188
O 1.679 -2.316 1.293
C 2.202 -2.054 -1.043
C 3.583 -2.642 -0.705
N 4.255 -2.005 0.398
S 4.923 -0.516 0.166
O 5.615 -0.169 1.367
O 5.636 -0.548 -1.077
C 3.546 0.635 -0.034
C 3.439 1.328 -1.228
C 2.370 2.179 -1.472
C 1.420 2.286 -0.472
C 1.549 1.584 0.738
C 2.617 0.752 0.988
O 0.467 1.856 1.524
C -0.347 2.708 0.839
O -1.400 3.119 1.233
N 0.238 2.983 -0.380
C -0.343 3.859 -1.360
C -0.851 -1.376 1.104
C -2.212 -1.831 0.590
C -5.107 -1.174 -0.246
C -4.975 -2.626 -0.597
H -7.442 -2.362 0.690
H -8.446 -0.937 0.400
H -7.812 -1.865 -0.959
H -7.458 1.148 0.488
H -5.472 2.606 0.461
H -3.264 1.668 0.062
H -1.418 0.754 -0.423
H -2.060 0.259 -2.001
H -0.671 -1.806 -1.909
H 0.318 -0.333 -1.792
H 2.326 -1.066 -1.490
H 1.711 -2.697 -1.777
H 3.477 -3.701 -0.456
H 4.244 -2.540 -1.568
H 3.735 -2.087 1.262
H 4.213 1.178 -1.964
H 2.282 2.725 -2.397
H 2.729 0.217 1.916
H -0.548 3.314 -2.284
H 0.329 4.691 -1.572
H -1.276 4.239 -0.946
H -0.476 -2.060 1.868
H -0.916 -0.376 1.545
H -2.922 -1.863 1.418
H -2.106 -2.849 0.190
H -4.962 -3.249 0.298
H -5.812 -2.946 -1.213
H -4.055 -2.793 -1.149
*
```

Charges per atom according to natural (NBO) partitioning, unit e: number 1, C, carries -0.63; number 2, C, carries 0.00; number 3, C, carries -0.22; number 4, C, carries -0.20; number 5, C, carries -0.28; number 6, C, carries 0.24; number 7, N, carries -0.49; number 8, C, carries -0.21; number 9, C, carries -0.21; number 10, N, carries -0.45; number 11, C, carries 0.71; number 12, O, carries -0.67; number 13, C, carries -0.53; number 14, C, carries -0.23; number 15, N, carries -0.86; number 16, S, carries 2.32; number 17, O, carries -0.93; number 18, O, carries -0.95; number 19, C, carries -0.34; number 20, C, carries -0.19; number 21, C, carries -0.25; number 22, C, carries 0.11; number 23, C, carries 0.31; number 24, C, carries -0.25; number 25, O, carries -0.45; number 26, C, carries 0.87; number 27, O, carries -0.60; number 28, N, carries -0.43; number 29, C, carries -0.41; number 30, C, carries -0.24; number 31, C, carries -0.22; number 32, C, carries -0.05; number 33, C, carries -0.65; number 34, H, carries 0.22; number 35, H, carries 0.22; number 36, H, carries 0.22; number 37, H, carries 0.21; number 38, H, carries 0.21; number 39, H, carries 0.22; number 40, H, carries 0.16; number 41, H, carries 0.22; number 42, H, carries 0.20; number 43, H, carries 0.21; number 44, H, carries 0.24; number 45, H, carries 0.24; number 46, H, carries 0.22; number 47, H, carries 0.23; number 48, H, carries 0.43; number 49, H, carries 0.25; number 50, H, carries 0.23; number 51, H, carries 0.26; number 52, H, carries 0.21; number 53, H, carries 0.21; number 54, H, carries 0.25; number 55, H, carries 0.25; number 56, H, carries 0.20; number 57, H, carries 0.22; number 58, H, carries 0.19; number 59, H, carries 0.22; number 60, H, carries 0.22; number 61, H, carries 0.23

***

2.
Computed, not measured: one molecule with the formula C3H4S in a non-equilibrium geometry, with wB97M-V/def2-TZVPD.

Relative energy (zero: lowest compared OMol25 entry of this formula, charge and spin)   120.9 kcal per mole
Gap between HOMO and LUMO (alpha / beta)   7.2 / 7.2 eV
SMILES   C#S#CC
E   -514.64983 Eh
Highest occupied orbital energy (alpha / beta)   -8.26 / -8.26 eV

Structure (ORCA input):
```
! RIJCOSX wB97M-V def2-TZVPD def2/J DEFGRID3
* xyz 0 1
C -2.077 -0.188 1.273
S -0.355 -0.135 1.248
C -0.192 -0.231 -0.412
C 1.037 0.016 -1.056
H -2.351 -0.018 2.357
H 0.890 1.077 -0.873
H 1.158 -0.248 -2.078
H 1.890 -0.274 -0.459
*
```

Charges per atom according to natural (NBO) partitioning, unit e: number 1, C, carries -0.25; number 2, S, carries 0.31; number 3, C, carries -0.14; number 4, C, carries -0.74; number 5, H, carries 0.11; number 6, H, carries 0.28; number 7, H, carries 0.23; number 8, H, carries 0.20

***

3.
Computed, not measured: one molecule with the formula C4H6ClNO in a non-equilibrium geometry, with wB97M-V/def2-TZVPD.

Relative energy (zero: lowest compared OMol25 entry of this formula, charge and spin)   53.3 kcal per mole
Gap between HOMO and LUMO   10.4 eV
SMILES   O=CC1(Cl)CNC1
E   -746.14227 Eh
Highest occupied orbital energy   -9.70 eV

Structure (ORCA input):
```
! RIJCOSX wB97M-V def2-TZVPD def2/J DEFGRID3
* xyz 0 1
O 0.718 2.436 -0.220
C 0.940 1.432 0.393
C 0.579 0.039 -0.048
Cl 2.191 -0.710 -0.213
C -0.408 -0.123 -1.145
N -1.417 -0.201 -0.054
C -0.370 -0.723 0.859
H 1.461 1.446 1.492
H -0.497 0.647 -1.893
H -0.266 -1.057 -1.664
H -2.266 -0.844 -0.134
H -0.420 -0.514 1.935
H -0.246 -1.826 0.692
*
```

Charges per atom according to natural (NBO) partitioning, unit e: number 1, O, carries -0.49; number 2, C, carries 0.45; number 3, C, carries -0.14; number 4, Cl, carries -0.03; number 5, C, carries -0.23; number 6, N, carries -0.61; number 7, C, carries -0.22; number 8, H, carries 0.11; number 9, H, carries 0.22; number 10, H, carries 0.19; number 11, H, carries 0.37; number 12, H, carries 0.21; number 13, H, carries 0.18

***

4.
Computed, not measured: a 2-piece molecular cluster, C2H6S overall in a non-equilibrium geometry, with wB97M-V/def2-TZVPD.

Relative energy (zero: lowest compared OMol25 entry of this formula, charge and spin)   51.5 kcal per mole
Gap between HOMO and LUMO   10.6 eV
SMILES   C=C.S
E   -477.89405 Eh
Highest occupied orbital energy   -9.81 eV

Structure (ORCA input):
```
! RIJCOSX wB97M-V def2-TZVPD def2/J DEFGRID3
* xyz 0 1
C 0.350 1.277 -0.455
C 1.343 1.078 0.441
H -0.313 2.206 -0.230
H -0.311 0.409 -0.792
H 1.515 1.930 1.081
H 2.009 0.056 0.321
S -1.022 -2.284 0.174
H -2.184 -3.151 0.244
H -1.387 -1.522 -0.784
*
```

Charges per atom according to natural (NBO) partitioning, unit e: number 1, C, carries -0.43; number 2, C, carries -0.37; number 3, H, carries 0.19; number 4, H, carries 0.19; number 5, H, carries 0.21; number 6, H, carries 0.21; number 7, S, carries -0.29; number 8, H, carries 0.17; number 9, H, carries 0.12

***

5.
Computed, not measured: a 2-piece molecular cluster, C6H14N3 overall in a non-equilibrium geometry, with wB97M-V/def2-TZVPD.

Relative energy (zero: lowest compared OMol25 entry of this formula, charge and spin)   129.3 kcal per mole
Gap between HOMO and LUMO (alpha / beta)   7.8 / 7.8 eV
E   -400.84422 Eh
Highest occupied orbital energy (alpha / beta)   -12.19 / -12.19 eV

Structure (ORCA input):
```
! RIJCOSX wB97M-V def2-TZVPD def2/J DEFGRID3
* xyz 1 1
C -1.328 0.394 -2.396
C 0.055 0.173 1.380
C -0.822 -0.694 -1.971
C -1.132 1.768 -2.046
C -0.102 -1.857 -1.929
C 0.208 0.305 3.768
N 0.766 -0.136 2.491
N 0.492 0.097 0.130
N 1.514 -0.510 -0.403
H -2.138 0.448 -3.150
H -0.890 0.580 1.558
H -1.973 2.301 -2.268
H -0.284 2.162 -2.727
H -0.773 1.798 -1.014
H 0.726 -1.645 -1.167
H 0.431 -2.214 -2.768
H -0.689 -2.831 -1.670
H -0.345 1.165 3.660
H 1.018 0.504 4.446
H -0.459 -0.446 4.194
H 2.188 -0.796 0.255
H 1.965 0.200 -0.994
H 1.572 -0.770 2.620
*
```

Charges per atom according to natural (NBO) partitioning, unit e: number 1, C, carries -0.29; number 2, C, carries 0.29; number 3, C, carries 0.46; number 4, C, carries -0.62; number 5, C, carries -0.83; number 6, C, carries -0.41; number 7, N, carries -0.60; number 8, N, carries -0.38; number 9, N, carries -0.59; number 10, H, carries 0.31; number 11, H, carries 0.20; number 12, H, carries 0.23; number 13, H, carries 0.25; number 14, H, carries 0.25; number 15, H, carries 0.36; number 16, H, carries 0.27; number 17, H, carries 0.29; number 18, H, carries 0.21; number 19, H, carries 0.22; number 20, H, carries 0.20; number 21, H, carries 0.35; number 22, H, carries 0.39; number 23, H, carries 0.42

***

6.
Computed, not measured: one molecule with the formula C5H9NO in a non-equilibrium geometry, with wB97M-V/def2-TZVPD.

Relative energy (zero: lowest compared OMol25 entry of this formula, charge and spin)   32.7 kcal per mole
Gap between HOMO and LUMO   11.4 eV
SMILES   COC(C)(C)C#N
E   -325.88544 Eh
Highest occupied orbital energy   -10.53 eV

Structure (ORCA input):
```
! RIJCOSX wB97M-V def2-TZVPD def2/J DEFGRID3
* xyz 0 1
C 1.933 0.721 -0.137
O 0.898 -0.009 -0.766
C -0.356 -0.027 -0.114
C -1.363 -0.453 -1.181
C -0.357 -1.000 1.069
C -0.722 1.334 0.373
N -1.010 2.385 0.763
H 1.775 1.801 -0.247
H 2.024 0.483 0.931
H 2.859 0.435 -0.641
H -1.062 -1.431 -1.568
H -1.359 0.267 -2.004
H -2.371 -0.521 -0.764
H -1.338 -1.018 1.555
H 0.390 -0.724 1.818
H -0.126 -2.001 0.693
*
```

Charges per atom according to natural (NBO) partitioning, unit e: number 1, C, carries -0.26; number 2, O, carries -0.52; number 3, C, carries 0.16; number 4, C, carries -0.60; number 5, C, carries -0.62; number 6, C, carries 0.25; number 7, N, carries -0.31; number 8, H, carries 0.18; number 9, H, carries 0.17; number 10, H, carries 0.20; number 11, H, carries 0.22; number 12, H, carries 0.23; number 13, H, carries 0.22; number 14, H, carries 0.22; number 15, H, carries 0.22; number 16, H, carries 0.22

***

7.
Computed, not measured: F4FeN3O9Pt2 as an isolated structure in a non-equilibrium geometry, with wB97M-V/def2-TZVPD.

Gap between HOMO and LUMO (alpha / beta)   7.4 / 3.6 eV
⟨S²⟩   20.08
E   -2742.74629 Eh
Highest occupied orbital energy (alpha / beta)   -5.75 / -5.43 eV

Structure (ORCA input):
```
! RIJCOSX wB97M-V def2-TZVPD def2/J DEFGRID3
* xyz -1 9
Fe 8.566 23.335 5.589
Pt 6.504 24.696 3.181
Pt 9.785 23.808 2.675
N 8.272 26.214 6.993
O 8.536 24.968 6.891
O 7.174 26.655 6.690
O 9.178 26.955 7.382
N 12.069 26.197 4.086
O 11.323 25.269 4.362
O 13.181 26.082 3.641
O 11.639 27.338 4.383
N 9.959 25.904 0.393
O 9.698 25.638 1.641
O 10.329 25.003 -0.344
O 9.794 27.060 0.043
F 7.933 23.158 1.921
F 9.674 22.478 4.100
F 6.679 23.125 4.675
F 8.476 24.763 4.126
*
```

Charges per atom according to natural (NBO) partitioning, unit e: number 1, Fe, carries 1.69; number 2, Pt, carries 0.85; number 3, Pt, carries 1.35; number 4, N, carries 0.73; number 5, O, carries -0.73; number 6, O, carries -0.44; number 7, O, carries -0.47; number 8, N, carries 0.70; number 9, O, carries -0.30; number 10, O, carries -0.30; number 11, O, carries -0.10; number 12, N, carries 0.72; number 13, O, carries -0.62; number 14, O, carries -0.46; number 15, O, carries -0.45; number 16, F, carries -0.78; number 17, F, carries -0.76; number 18, F, carries -0.84; number 19, F, carries -0.80

***

8.
Computed, not measured: one molecule with the formula C2H5N3O, with wB97M-V/def2-TZVPD.

Relative energy (zero: lowest compared OMol25 entry of this formula, charge and spin)   161.5 kcal per mole
Gap between HOMO and LUMO   9.7 eV
E   -318.49305 Eh
Highest occupied orbital energy   -8.88 eV

Structure (ORCA input):
```
! RIJCOSX wB97M-V def2-TZVPD def2/J DEFGRID3
* xyz 0 1
N 2.156 -0.751 -0.181
C 0.616 0.842 0.659
C -2.283 -0.278 -0.513
O 1.892 0.451 0.568
N -0.363 0.250 0.104
N -1.697 0.742 0.030
H 1.574 -1.480 0.233
H 1.805 -0.581 -1.124
H 0.496 1.751 1.237
H -3.366 -0.146 -0.592
H -0.829 -0.800 -0.420
*
```

Charges per atom according to natural (NBO) partitioning, unit e: number 1, N, carries -0.48; number 2, C, carries 0.43; number 3, C, carries -0.22; number 4, O, carries -0.34; number 5, N, carries -0.44; number 6, N, carries -0.34; number 7, H, carries 0.35; number 8, H, carries 0.35; number 9, H, carries 0.20; number 10, H, carries 0.17; number 11, H, carries 0.32